# 1
Computed, not measured: C14H15N3O3RuS2Se2 as an isolated structure, with ωB97M-V/def2-TZVPD.

The value obtained for the total energy is -6626.61624 Eh. The frontier orbital gap is 4.9995 eV. Its charge is -2. The value obtained for the molecular weight is 596.4 g/mol. As for the LUMO energy: 4.60 eV.

Positions of all 40 atoms, in Å:
Ru -0.06 -0.41 -0.05
O -3.96 -0.88 0.87
C -4.40 0.44 1.04
C -3.34 1.50 1.38
C -4.18 2.66 1.95
O -3.49 3.89 2.14
C -2.63 2.03 0.12
Se -1.98 0.71 -1.20
C -2.35 1.08 2.48
Se -0.89 -0.24 2.22
H -3.24 -0.84 0.22
H -5.13 0.40 1.87
H -4.94 0.79 0.15
H -4.62 2.33 2.91
H -5.00 2.89 1.26
H -2.60 3.67 2.44
H -1.77 2.63 0.41
H -3.32 2.69 -0.42
H -2.92 0.70 3.33
H -1.83 1.98 2.83
S 1.91 -1.48 0.87
C 2.75 -0.02 0.55
S 1.62 1.15 -0.01
C 4.14 0.17 0.63
C 4.75 1.40 0.29
N 5.29 2.39 0.02
C 5.01 -0.89 0.98
N 5.76 -1.74 1.24
O 0.31 -1.25 -2.11
N 1.45 -1.81 -2.35
C 2.59 -1.09 -2.32
C 3.81 -1.70 -2.52
C 3.88 -3.06 -2.78
C 2.69 -3.78 -2.82
C 1.49 -3.14 -2.60
H 2.45 -0.04 -2.09
H 4.70 -1.09 -2.44
H 4.83 -3.55 -2.92
H 2.69 -4.84 -2.99
H 0.53 -3.62 -2.57

Results of the natural (NBO) charge analysis, in e, for atoms 1 through 4:
1 Ru 0.08
2 O -0.76
3 C -0.04
4 C -0.16

# 2
Computed, not measured: an isolated ion of composition C11H15BrNO2 and charge +1, with ωB97M-V/def2-TZVPD.

The value obtained for the total energy is -3207.02300 Eh. The frontier orbital gap (spin up / spin down) is 7.4128 / 7.5048 eV. Its charge is +1. The value obtained for the molecular weight is 273.1 g/mol. As for the LUMO energy (spin up / spin down): -4.35 / -4.10 eV. The value obtained for the relative energy (zero: lowest compared OMol25 entry of this formula, charge and spin) is 1.918 eV.

Positions of all 30 atoms, in Å:
C 1.43 1.06 -0.80
C 2.05 1.26 0.42
C -0.86 0.71 -0.11
C -0.95 0.98 1.14
C -1.67 1.32 -1.23
C 0.46 -0.02 -0.65
C 1.70 0.26 1.31
C 0.13 -0.91 -1.83
C 2.05 0.03 2.72
C 0.17 -1.74 1.23
C -3.85 1.95 -1.82
N 1.03 -0.80 0.51
O -1.15 1.80 -2.20
O -2.95 1.29 -0.94
Br -1.73 1.50 2.67
H 1.46 1.71 -1.66
H 2.70 2.08 0.66
H -0.80 -1.45 -1.67
H 0.93 -1.62 -2.01
H 0.01 -0.30 -2.72
H 2.56 -0.92 2.87
H 1.16 0.04 3.36
H 2.71 0.83 3.06
H -0.25 -2.46 0.52
H 0.75 -2.27 1.98
H -0.63 -1.20 1.72
H -4.81 1.45 -1.73
H -3.48 1.91 -2.85
H -3.94 3.00 -1.52
H 1.79 -1.35 0.08

Results of the natural (NBO) charge analysis, in e, for atoms 1 through 4:
1 C -0.16
2 C -0.24
3 C -0.30
4 C -0.07

# 3
Computed, not measured: one molecule with the formula C5H10O at a distorted geometry, with ωB97M-V/def2-TZVPD.

The value obtained for the total energy is -271.57981 Eh. As for the SMILES: C[C@H]1C[C@]1(C)O. The frontier orbital gap is 9.2744 eV. Its charge is 0. The value obtained for the molecular weight is 86.1 g/mol. As for the LUMO energy: 0.94 eV. The value obtained for the relative energy (zero: lowest compared OMol25 entry of this formula, charge and spin) is 4.702 eV.

Positions of all 16 atoms, in Å:
C 1.99 -0.41 0.94
C 1.09 -0.07 -0.22
C 0.15 -1.09 -0.83
C -0.46 0.13 -0.14
C -2.13 0.60 0.35
O -0.88 1.08 -1.19
H 2.92 -0.90 0.62
H 2.26 0.49 1.50
H 1.47 -1.09 1.63
H 1.56 0.60 -0.96
H 0.05 -1.11 -1.91
H 0.10 -2.09 -0.37
H -2.67 -0.29 0.06
H -2.73 1.47 -0.07
H -2.03 0.73 1.40
H -0.71 1.95 -0.79

Results of the natural (NBO) charge analysis, in e, for atoms 1 through 4:
1 C -0.61
2 C -0.23
3 C -0.46
4 C 0.19

# 4
Computed, not measured: C9H13Cl2OPdS5 as an isolated structure, with ωB97M-V/def2-TZVPD.

The value obtained for the total energy is -3464.87584 Eh. The frontier orbital gap is 6.5787 eV. Its charge is +1. The value obtained for the molecular weight is 474.9 g/mol. As for the LUMO energy: -4.74 eV. The value obtained for the relative energy (zero: lowest compared OMol25 entry of this formula, charge and spin) is 0.168 eV.

Positions of all 31 atoms, in Å:
Pd 0.22 0.21 1.22
Cl -1.56 0.75 3.15
C 0.02 1.38 2.76
Cl 2.05 -1.74 1.54
H 0.75 1.12 3.53
H -0.02 2.44 2.53
C -0.96 3.66 -1.34
C 0.37 4.15 -0.75
C 1.07 2.86 -0.38
O 0.00 1.90 -0.13
C -1.29 2.49 -0.43
H -0.82 3.31 -2.36
H -1.73 4.42 -1.33
H 0.19 4.76 0.13
H 0.95 4.75 -1.45
H 1.69 2.94 0.51
H 1.67 2.46 -1.20
H -1.75 2.82 0.50
H -1.90 1.72 -0.89
C 2.00 -4.05 -2.07
S 1.15 -5.18 -0.96
C -0.12 -4.29 -0.20
C -0.30 -2.95 0.07
S 0.84 -1.73 -0.21
S -1.74 -2.54 1.00
C -2.33 -4.15 1.24
S -3.64 -4.55 2.09
S -1.36 -5.35 0.39
H 2.56 -4.72 -2.73
H 2.70 -3.40 -1.54
H 1.29 -3.47 -2.66

Results of the natural (NBO) charge analysis, in e, for atoms 1 through 4:
1 Pd 0.67
2 Cl 0.04
3 C -0.45
4 Cl -0.19

# 5
Computed, not measured: C5H8N2OS as an isolated structure at a distorted geometry, with ωB97M-V/def2-TZVPD.

The value obtained for the total energy is -778.12586 Eh. The frontier orbital gap is 9.1616 eV. Its charge is 0. The value obtained for the molecular weight is 144.2 g/mol. As for the LUMO energy: -0.04 eV. The value obtained for the relative energy (zero: lowest compared OMol25 entry of this formula, charge and spin) is 4.733 eV.

Positions of all 17 atoms, in Å:
C -1.23 0.94 -0.28
C -2.08 0.99 0.87
C -0.25 0.14 0.16
C 0.15 -1.25 2.17
C 1.35 0.45 -2.55
N -1.62 0.29 1.86
N -0.50 -0.25 1.42
O 1.76 -1.83 -1.17
S 1.74 -0.38 -0.95
H -1.19 1.62 -1.22
H -2.85 1.68 0.95
H -0.51 -1.45 3.03
H 0.36 -2.10 1.57
H 1.01 -0.64 2.48
H 0.32 0.15 -2.92
H 2.12 0.10 -3.19
H 1.42 1.54 -2.23

Results of the natural (NBO) charge analysis, in e, for atoms 1 through 4:
1 C -0.41
2 C -0.05
3 C 0.07
4 C -0.41

# 6
Computed, not measured: a 2-piece molecular cluster, CH4INS overall at a distorted geometry, with ωB97M-V/def2-TZVPD.

The value obtained for the total energy is -790.99434 Eh. The frontier orbital gap (spin up / spin down) is 8.9304 / 7.9177 eV. Its charge is 0. The value obtained for the molecular weight is 189.0 g/mol. As for the spin multiplicity: 3. As for the LUMO energy (spin up / spin down): 0.42 / -1.60 eV. The value obtained for the relative energy (zero: lowest compared OMol25 entry of this formula, charge and spin) is 1.426 eV.

Positions of all 8 atoms, in Å:
C 0.19 0.18 -0.87
N -2.56 2.34 0.99
S -1.88 3.03 -0.11
I 2.11 0.41 0.05
H -0.51 0.72 -0.27
H 0.24 0.48 -1.88
H -0.05 -0.89 -0.96
H -0.89 3.78 0.51

Results of the natural (NBO) charge analysis, in e, for atoms 1 through 4:
1 C -0.73
2 N -0.52
3 S 0.40
4 I 0.06

# 7
Computed, not measured: a 2-piece molecular cluster, C7H12N3 overall at a distorted geometry, with ωB97M-V/def2-TZVPD.

The value obtained for the total energy is -437.82357 Eh. The frontier orbital gap is 8.3326 eV. Its charge is +1. The value obtained for the molecular weight is 138.2 g/mol. As for the LUMO energy: -4.62 eV. The value obtained for the relative energy (zero: lowest compared OMol25 entry of this formula, charge and spin) is 4.755 eV.

Positions of all 22 atoms, in Å:
C 2.91 0.62 0.24
C 1.84 0.06 -0.61
C 1.04 1.09 1.15
C 0.19 1.46 2.15
C -1.49 -1.06 -0.79
C 2.32 -0.74 -1.84
C -3.26 0.08 0.24
N 2.37 1.27 1.23
N 0.68 0.31 -0.01
N -2.31 -1.07 0.20
H 3.89 0.43 -0.03
H -0.75 1.19 2.39
H 0.50 2.12 2.87
H -1.05 -0.16 -1.36
H -1.00 -2.06 -0.98
H 3.39 -0.74 -1.98
H 1.89 -1.68 -1.73
H 1.87 -0.41 -2.73
H -3.11 0.42 1.23
H -3.02 0.82 -0.40
H -4.35 -0.10 0.01
H -2.57 -1.85 0.76

Results of the natural (NBO) charge analysis, in e, for atoms 1 through 4:
1 C 0.02
2 C 0.25
3 C 0.23
4 C -0.22